--- w ---
The following is a quantum chemistry calculation of a 9-piece molecular cluster, C36H72O9 overall, from the Open Molecules 2025 dataset.

XYZ file:
```
117
C36H72O9 (ωB97M-V with the def2-TZVPD basis set)
H -14.268 8.913 -20.335
H -16.622 6.527 -18.598
H -16.428 4.254 -18.117
C -21.821 0.806 -28.455
H -22.831 4.329 -19.585
C -21.183 8.828 -22.064
H -20.267 6.179 -21.678
H -27.100 8.388 -24.369
O -19.847 9.048 -21.665
H -17.913 7.379 -21.864
C -26.097 2.719 -21.121
H -20.280 -3.752 -23.360
H -23.572 1.253 -22.766
H -23.190 2.544 -28.688
C -20.724 -1.907 -24.431
H -23.955 2.648 -20.798
H -21.717 2.980 -26.744
H -17.118 6.441 -20.596
H -14.009 6.531 -21.748
C -23.193 4.339 -18.554
H -23.032 5.364 -18.186
C -22.957 1.715 -28.022
C -24.879 3.409 -17.275
H -19.719 -2.560 -21.296
C -18.385 6.839 -17.373
O -26.498 2.752 -22.495
H -18.846 -2.925 -23.900
H -21.176 11.775 -20.620
H -24.763 1.238 -20.263
C -21.784 0.921 -26.114
H -23.558 2.027 -16.261
H -24.683 7.568 -22.705
H -18.637 6.835 -16.310
C -19.835 -1.964 -22.200
C -16.991 7.272 -21.299
C -26.670 8.210 -23.370
H -20.537 2.505 -22.102
H -22.258 9.785 -20.477
C -16.386 8.516 -20.678
C -25.413 2.336 -23.307
H -23.127 4.122 -22.257
H -21.002 1.413 -28.866
C -20.961 11.164 -21.496
H -21.583 7.921 -21.612
H -14.836 7.372 -19.732
H -26.452 9.206 -22.980
H -23.854 1.099 -27.917
H -23.352 3.734 -15.741
H -24.970 7.372 -24.420
H -25.797 1.896 -24.229
C -14.933 8.078 -20.559
H -18.517 7.874 -17.695
H -20.020 5.437 -17.463
O -15.987 6.825 -22.252
H -22.914 10.222 -22.013
O -27.628 7.538 -22.577
C -26.032 5.905 -23.160
H -25.635 5.515 -22.222
C -25.442 7.296 -23.437
O -21.418 0.149 -27.263
H -20.978 11.786 -22.388
H -16.514 9.360 -21.356
C -21.970 10.009 -21.508
H -14.376 8.025 -22.680
H -20.225 -1.484 -25.303
H -19.657 6.195 -19.062
C -19.238 5.796 -18.142
H -26.862 2.144 -20.597
C -22.455 2.178 -26.662
H -25.976 3.708 -20.679
H -19.196 10.540 -20.367
C -22.184 3.791 -22.691
H -22.468 0.332 -25.504
H -22.406 3.153 -23.545
O -20.628 4.266 -21.025
H -28.023 5.510 -22.328
O -21.240 -0.827 -23.656
H -21.504 3.509 -17.402
H -21.961 5.911 -23.192
H -22.115 0.059 -29.190
H -18.990 -1.268 -22.210
C -22.524 3.275 -17.697
O -24.563 3.986 -18.554
H -24.801 3.203 -23.583
C -17.200 4.824 -17.607
H -21.983 -1.863 -22.061
C -16.970 6.338 -17.582
C -19.846 -2.761 -23.502
C -24.754 1.964 -21.081
O -18.379 4.694 -18.412
H -28.014 6.128 -24.010
C -23.554 3.068 -16.577
C -20.272 5.161 -22.062
H -24.995 0.333 -22.498
H -18.909 10.809 -22.100
H -19.272 4.932 -22.449
C -21.355 5.004 -23.152
C -21.281 3.163 -21.633
H -25.435 4.157 -16.704
H -23.306 2.577 -26.106
C -27.534 6.187 -23.023
H -21.564 -2.488 -24.833
H -16.856 8.730 -19.716
H -25.881 5.136 -23.914
H -21.241 8.804 -23.158
C -24.619 1.357 -22.470
C -19.618 10.415 -21.366
H -21.816 2.643 -20.841
C -14.716 7.351 -21.890
H -21.239 -0.335 -21.629
H -25.506 2.536 -17.447
H -20.865 1.109 -25.561
C -21.137 -1.190 -22.294
H -22.491 2.379 -18.325
H -16.199 6.623 -16.869
H -17.427 4.443 -16.603
H -20.928 4.870 -24.146
```

## Properties
M (g/mol): 649.0
HOMO level (hartree): -0.3388
SMILES: C1CCOC1.C1CCOC1.C1CCOC1.C1CCOC1.C1CCOC1.C1CCOC1.C1CCOC1.C1CCOC1.C1CCOC1

Here are the Mulliken charges for atoms 1 to 6, given in e:
1. H 0.40
2. H -0.60
3. H 0.32
4. C -0.58
5. H -0.41
6. C -0.06

---

--- x ---
The following is a quantum chemistry calculation of a 9-piece molecular cluster, C36H72O9 overall, from the Open Molecules 2025 dataset.

XYZ file:
```
117
C36H72O9 (ωB97M-V with the def2-TZVPD basis set)
O -1.875 0.657 6.349
H -0.417 -0.765 -2.059
O -0.214 4.979 1.229
H -6.664 -3.338 1.756
H 2.537 -2.532 1.022
H 3.320 4.298 0.503
H -3.677 -4.401 0.983
H 2.531 -2.213 -2.954
H 1.508 0.768 0.774
H -1.712 -6.289 -1.014
C -2.401 5.160 0.601
C 2.557 -0.624 -4.485
C 0.405 0.997 0.506
H -4.817 2.692 -1.212
H -2.118 2.669 6.314
C 0.189 -0.424 -1.337
C 3.207 -1.660 -3.523
O -3.883 -2.215 0.814
H -1.130 -0.136 3.324
H 1.691 -0.553 2.274
H -0.004 1.978 0.827
C -0.094 5.125 -0.225
H -4.943 -0.967 -1.086
H 1.804 -0.036 -4.146
H -3.147 4.545 0.121
H 5.365 -0.755 2.601
H 3.754 -2.434 -4.036
C -1.537 5.649 -0.578
C -1.617 -0.457 5.444
C -6.214 -2.691 0.963
H -1.660 -1.179 -0.443
H 4.210 5.193 -2.155
C 0.488 -5.971 -1.173
C -3.857 2.192 -1.339
C -0.548 -1.053 -0.078
H -3.063 1.828 4.381
H -0.886 -4.815 -0.219
O 5.407 3.377 -1.893
H 4.539 2.254 1.089
H -2.921 2.762 -1.030
C -0.871 -4.347 -2.174
H -2.134 -1.302 5.607
H -2.729 5.904 1.284
C -3.838 0.882 -0.605
O -0.435 0.001 0.915
H -4.354 2.258 -3.521
H 1.374 1.587 -1.338
H -1.788 5.144 -1.589
O 0.458 -3.955 -2.169
C 3.153 -2.318 1.782
H 1.106 -1.014 -1.432
H 2.481 -4.772 -1.670
O -4.685 0.377 -2.714
H -4.709 -2.432 2.516
C -4.096 -0.254 -1.483
H -0.009 4.249 -0.946
H 5.801 -0.578 1.117
C -1.580 1.931 5.720
H 2.042 -0.943 -5.425
C 4.212 -0.897 -2.860
H 2.931 -1.183 3.468
H 6.420 3.090 -0.291
C -5.423 -3.664 0.076
C -3.932 1.653 -2.827
H 5.223 4.958 -0.685
C 0.383 1.092 -0.967
C 4.527 -2.206 1.208
H -1.768 2.461 3.607
H -1.688 4.545 2.524
H 2.670 3.426 -1.123
O 3.767 -0.122 2.009
H 3.548 1.524 -0.392
H 0.138 -1.805 0.373
C 4.943 -0.817 1.768
H -2.806 0.828 0.019
H 5.105 -3.045 1.593
H 4.422 -2.072 0.119
H -2.933 1.308 -3.229
C -3.991 -3.556 0.420
C 3.590 3.808 -0.495
H -1.529 6.693 -0.575
H 0.411 -6.788 -1.856
C -0.908 -5.392 -1.036
H 0.563 -6.142 -0.067
H 5.497 0.647 -3.555
C 1.356 -4.988 -1.951
C 2.833 -0.978 2.525
H -5.227 -0.805 1.912
H -0.524 2.147 5.833
H 6.105 1.437 -1.042
H -1.126 -4.686 -3.098
H 1.458 -5.432 -2.999
H 5.211 -1.363 -2.521
H 3.232 -3.011 2.587
H -0.621 1.544 -1.048
C -1.942 0.163 4.012
C -1.351 4.409 1.437
H -0.576 -0.757 5.553
C -5.043 -1.924 1.590
C 5.553 2.496 -0.804
H -2.830 -0.145 3.549
C -2.030 1.679 4.319
H -1.722 -3.472 -2.193
H 0.758 5.816 -0.431
H -1.292 3.282 1.466
O 3.694 0.285 -4.724
H -5.571 -3.626 -1.045
H -4.665 1.009 0.081
H 3.748 1.323 -2.691
H -3.357 -3.672 -0.495
H -5.765 -4.796 0.187
C 4.234 2.361 -0.005
C 4.601 4.448 -1.274
C 4.327 0.483 -3.505
H -3.203 -0.798 -1.883
H -6.879 -2.031 0.515
H 3.891 -0.749 -1.890
```

## Properties
M (g/mol): 649.0
HOMO level (hartree): -0.3414
SMILES: C1CCOC1.C1CCOC1.C1CCOC1.C1CCOC1.C1CCOC1.C1CCOC1.C1CCOC1.C1CCOC1.C1CCOC1

Here are the Mulliken charges for atoms 1 to 6, given in e:
1. O -0.46
2. H 1.01
3. O -0.48
4. H 0.28
5. H 0.04
6. H 0.34

---

Name the most stable of them. w.

---

--- w ---
The following is a quantum chemistry calculation of an isolated ion of composition C5H10N and charge +1, from the Open Molecules 2025 dataset.

XYZ file:
```
16
C5H10N (ωB97M-V with the def2-TZVPD basis set)
H 1.099 1.840 -0.136
C -0.590 0.727 -0.305
H 3.608 -0.844 0.141
H 3.323 0.704 -0.464
H -1.996 -1.198 0.607
C -2.623 -0.557 -0.078
C 0.691 0.762 -0.106
H 1.298 -1.278 0.320
H -2.393 1.442 0.573
H -2.632 1.121 -1.121
N 3.092 0.080 0.318
C -2.063 0.934 -0.278
C 1.606 -0.233 0.298
H -3.566 -0.421 0.420
H -2.722 -1.161 -0.963
H 3.375 0.520 1.234
```

## Properties
⟨S²⟩: 2.038
Charge: +1
Multiplicity: 3
M (g/mol): 84.1
HOMO level (alpha / beta) (hartree): -0.4236 / -0.5579

Here are the Mulliken charges for atoms 1 to 6, given in e:
1. H 0.21
2. C -0.84
3. H 0.40
4. H 0.37
5. H 0.28
6. C -1.11

---

--- x ---
The following is a quantum chemistry calculation of an isolated ion of composition C5H10N and charge +1, from the Open Molecules 2025 dataset.

XYZ file:
```
16
C5H10N (ωB97M-V with the def2-TZVPD basis set)
C -1.482 0.888 -1.237
H 2.452 0.594 -0.194
C -1.160 -1.514 -0.876
C 1.845 0.413 2.058
H -1.978 -1.546 -1.591
H -1.519 -1.832 0.084
C 0.518 0.055 -0.083
H 1.795 1.455 2.422
H -2.376 0.958 -0.726
H -0.452 -2.133 -1.237
H 2.975 0.230 2.350
H -1.124 1.924 -1.017
H 1.132 -0.219 2.481
H -1.636 0.480 -2.334
C 1.647 0.389 0.597
N -0.639 -0.143 -0.696
```

## Properties
⟨S²⟩: 2.007
Charge: +1
Multiplicity: 3
M (g/mol): 84.1
HOMO level (alpha / beta) (hartree): -0.4182 / -0.5617

Here are the Mulliken charges for atoms 1 to 6, given in e:
1. C -0.83
2. H 0.34
3. C -1.01
4. C -0.93
5. H 0.35
6. H 0.36

---

Name the most stable of them. w.

---

--- w ---
The following is a quantum chemistry calculation of one molecule with the formula CH4BClS, from the Open Molecules 2025 dataset.

XYZ file:
```
8
CH4BClS (ωB97M-V with the def2-TZVPD basis set)
S 2.129 -1.115 -0.013
Cl 2.432 0.912 0.011
B 0.163 0.805 0.014
H -0.209 1.195 1.018
C 0.313 -0.823 -0.025
H 0.018 -1.085 0.935
H 0.048 1.553 -0.958
H -0.173 -1.625 -0.778
```

## Properties
M (g/mol): 94.4
HOMO level (hartree): -0.3384

Here are the Mulliken charges for atoms 1 to 6, given in e:
1. S -0.01
2. Cl -0.08
3. B 0.05
4. H -0.08
5. C -0.39
6. H 0.30

---

--- x ---
The following is a quantum chemistry calculation of a 2-piece molecular cluster, CH4BClS overall, from the Open Molecules 2025 dataset.

XYZ file:
```
8
CH4BClS (ωB97M-V with the def2-TZVPD basis set)
H -0.247 1.576 0.465
B -0.295 -0.032 -0.937
Cl -4.803 -0.778 -0.630
H 1.359 0.818 0.197
H -0.453 -1.053 -1.356
H 0.233 -0.143 1.144
S -4.943 0.747 0.830
C 0.208 0.606 0.316
```

## Properties
M (g/mol): 94.4
HOMO level (alpha / beta) (hartree): -0.3669 / -0.2489

Here are the Mulliken charges for atoms 1 to 6, given in e:
1. H 0.28
2. B -0.07
3. Cl -0.08
4. H 0.24
5. H -0.05
6. H 0.27

---

Name the most stable of them. w.

---

--- w ---
The following is a quantum chemistry calculation of a 2-piece molecular cluster, C2H5BrOS overall, from the Open Molecules 2025 dataset.

XYZ file:
```
10
C2H5BrOS (ωB97M-V with the def2-TZVPD basis set)
H 1.706 -0.531 -0.370
H 1.584 1.227 0.144
S -2.073 1.174 -0.889
H 0.633 0.513 -1.239
C 0.128 -0.272 0.634
Br -0.237 0.530 2.272
H -1.458 0.259 -1.533
C 1.110 0.316 -0.287
H -1.077 -1.758 0.923
O -0.316 -1.457 0.345
```

## Properties
M (g/mol): 157.0
HOMO level (alpha / beta) (hartree): -0.2629 / -0.2906

Here are the Mulliken charges for atoms 1 to 6, given in e:
1. H 0.31
2. H 0.32
3. S -0.44
4. H 0.27
5. C 0.23
6. Br -0.02

---

--- x ---
The following is a quantum chemistry calculation of a 2-piece molecular cluster, C2H5BrOS overall, from the Open Molecules 2025 dataset.

XYZ file:
```
10
C2H5BrOS (ωB97M-V with the def2-TZVPD basis set)
C -1.553 -0.689 0.875
H -2.188 -1.501 -0.642
O -1.489 -1.655 -0.043
S 1.765 -0.048 1.141
H 1.465 0.013 -1.279
H -0.464 -0.369 1.138
H 0.811 1.404 -0.513
C 1.627 0.716 -0.519
H 2.552 1.309 -0.669
Br -2.528 0.820 0.510
```

## Properties
M (g/mol): 157.0
HOMO level (alpha / beta) (hartree): -0.3418 / -0.3001

Here are the Mulliken charges for atoms 1 to 6, given in e:
1. C 0.41
2. H 0.32
3. O -0.35
4. S -0.13
5. H 0.30
6. H -0.25

---

Name the most stable of them. w.

---

--- w ---
The following is a quantum chemistry calculation of a 2-piece molecular cluster, C2H4NO3 overall, from the Open Molecules 2025 dataset.

XYZ file:
```
10
C2H4NO3 (ωB97M-V with the def2-TZVPD basis set)
C -1.944 1.060 -0.465
N 0.767 -0.521 -0.109
C 1.641 -0.746 0.808
H 1.232 -0.381 1.848
O -1.127 1.141 0.493
O -2.089 0.106 -1.311
H -2.502 1.981 -0.516
H -0.173 -0.075 0.251
O 2.820 -1.146 0.603
H 1.064 -0.567 -1.153
```

## Properties
Charge: -1
M (g/mol): 90.1
HOMO level (hartree): -0.1829

Here are the Mulliken charges for atoms 1 to 6, given in e:
1. C 0.04
2. N -0.22
3. C 0.12
4. H 0.19
5. O -0.69
6. O -0.69

---

--- x ---
The following is a quantum chemistry calculation of a 2-piece molecular cluster, C2H4NO3 overall, from the Open Molecules 2025 dataset.

XYZ file:
```
10
C2H4NO3 (ωB97M-V with the def2-TZVPD basis set)
H -0.348 0.249 -2.630
O -1.593 0.005 0.604
C -1.077 0.369 1.776
H 0.733 -0.589 -0.081
H -0.797 0.689 -1.004
H -1.751 0.998 2.265
O 2.056 -0.489 -1.748
C 0.995 -0.320 -1.155
O -0.052 0.006 2.312
N -0.091 0.312 -1.660
```

## Properties
Charge: -1
M (g/mol): 90.1
HOMO level (hartree): -0.1635

Here are the Mulliken charges for atoms 1 to 6, given in e:
1. H 0.18
2. O -0.79
3. C -0.06
4. H 0.20
5. H 0.28
6. H 0.47

---

Name the most stable of them. w.

---

--- w ---
The following is a quantum chemistry calculation of a 2-piece molecular cluster, CH10N4O overall, from the Open Molecules 2025 dataset.

XYZ file:
```
16
CH10N4O (ωB97M-V with the def2-TZVPD basis set)
H -2.070 -0.407 -0.070
N 1.067 -0.369 1.171
H 1.328 0.814 -1.744
H -1.117 1.270 -1.861
H 1.108 -0.258 -0.236
H 0.438 0.482 1.206
H 0.644 -0.670 -2.042
H -0.928 2.409 0.078
H -0.197 -1.377 2.378
C -0.812 0.741 -0.950
N 0.737 0.081 -1.363
N 0.401 -1.581 1.581
H -0.221 -1.819 0.811
N -0.731 1.425 0.200
O -1.556 -0.488 -0.885
H 1.909 -0.253 1.726
```

## Properties
M (g/mol): 94.1
HOMO level (hartree): -0.2907

Here are the Mulliken charges for atoms 1 to 6, given in e:
1. H 0.35
2. N -0.46
3. H 0.32
4. H 0.41
5. H 0.44
6. H 0.34

---

--- x ---
The following is a quantum chemistry calculation of CH10N4O as an isolated structure, from the Open Molecules 2025 dataset.

XYZ file:
```
16
CH10N4O (ωB97M-V with the def2-TZVPD basis set)
H 0.864 -1.703 -1.242
H 2.367 -0.658 0.291
H 1.182 1.472 0.994
N -1.835 1.289 -0.252
H -1.092 -0.446 0.706
N 0.726 -0.707 -1.103
H 1.171 -0.196 -1.862
N 0.524 -0.723 1.312
H -2.139 1.597 0.668
H -2.434 -0.636 -0.403
C 1.325 -0.310 0.290
H -0.536 -0.434 -0.888
O 1.347 1.152 0.098
N -1.581 -0.131 -0.190
H -0.922 1.714 -0.403
H 1.033 -1.280 1.984
```

## Properties
M (g/mol): 94.1
HOMO level (hartree): -0.2807

Here are the Mulliken charges for atoms 1 to 6, given in e:
1. H 0.33
2. H 0.43
3. H 0.34
4. N -0.63
5. H 0.38
6. N -0.64

---

--- y ---
The following is a quantum chemistry calculation of a 2-piece molecular cluster, CH10N4O overall, from the Open Molecules 2025 dataset.

XYZ file:
```
16
CH10N4O (ωB97M-V with the def2-TZVPD basis set)
N -0.134 0.933 -0.999
H 2.290 0.458 1.810
O -0.552 1.759 0.129
H -0.342 -2.120 1.139
N 1.257 -0.699 0.505
H -1.069 1.007 -2.761
H 1.923 -1.470 0.477
H -1.332 2.245 -0.189
H -0.616 -1.695 -0.617
H 1.047 0.153 -0.390
H -1.645 -0.202 -1.826
N -1.267 0.760 -1.794
H 0.706 0.771 1.701
N 1.378 0.002 1.758
H -1.183 -0.567 0.661
C -0.462 -1.335 0.396
```

## Properties
M (g/mol): 94.1
HOMO level (hartree): -0.2267

Here are the Mulliken charges for atoms 1 to 6, given in e:
1. N -0.45
2. H 0.25
3. O -0.50
4. H 0.34
5. N -0.31
6. H 0.23

---

Name the most stable of them. x.